ORCA calculation (ωB97M-V/def2-TZVPD) on the molecule C3H8N2O.

Geometry as ORCA input:
```
! RIJCOSX wB97M-V def2-TZVPD def2/J DEFGRID3
* xyz 0 1
O 1.33 -0.77 1.41
C 1.15 -0.12 0.40
N -0.10 0.28 0.02
C -1.29 -0.33 0.58
N -2.33 -0.30 -0.44
C 2.26 0.38 -0.49
H -0.20 0.58 -0.94
H -1.05 -1.36 0.83
H -1.58 0.20 1.49
H -2.58 0.67 -0.65
H -3.17 -0.75 -0.09
H 3.21 0.08 -0.06
H 2.16 -0.02 -1.50
H 2.20 1.47 -0.55
*
```

## Properties
* gap between HOMO and LUMO: 10.53 eV
* LUMO energy: 0.92 eV
* ΔE to the lowest compared entry with this formula, charge and spin: 50.1 kJ/mol
* E: -8268.807 eV